1.
ORCA calculation (the ωB97M-V functional and the def2-TZVPD basis) on a molecular structure, C28H40HfI2O2Se.

Last column: Löwdin charge in e.
Atoms and positions in Å:
Hf  0.049  0.125  0.597  1.38
C  -2.479  -3.121  6.643  -0.05
C  -3.174  -3.636  5.382  -0.55
C  -2.890  -5.140  5.242  -0.03
C  -4.689  -3.409  5.518  -0.03
C  -2.685  -2.916  4.131  -0.13
C  -1.789  -1.855  4.179  -0.04
C  -1.407  -1.239  3.007  -0.36
Se  -0.073  0.214  3.172  1.19
C  1.451  -1.042  3.105  -0.36
C  1.777  -1.755  4.241  -0.03
C  2.723  -2.766  4.154  -0.13
C  3.239  -3.069  2.890  0.06
C  2.920  -2.380  1.728  -0.07
C  2.048  -1.287  1.866  -0.31
O  1.776  -0.422  0.827  -0.31
C  3.438  -2.821  0.351  -0.52
C  4.344  -4.048  0.478  -0.05
C  2.240  -3.231  -0.533  -0.03
C  4.260  -1.715  -0.340  -0.02
C  3.205  -3.542  5.371  -0.55
C  4.710  -3.274  5.550  -0.03
C  2.475  -3.116  6.646  -0.05
C  2.980  -5.047  5.153  -0.03
C  -1.874  -1.644  1.747  -0.27
O  -1.437  -0.932  0.648  -0.32
C  -2.780  -2.710  1.668  -0.06
C  -3.153  -3.296  2.876  0.05
C  -3.420  -3.278  0.387  -0.53
C  -4.928  -2.982  0.455  -0.02
C  -2.893  -2.714  -0.939  -0.06
C  -3.188  -4.797  0.351  -0.03
H  -2.842  -3.676  7.507  0.10
H  -1.396  -3.267  6.588  0.08
H  -2.691  -2.065  6.821  0.09
H  -3.191  -5.652  6.155  0.10
H  -3.448  -5.584  4.417  0.08
H  -1.826  -5.325  5.079  0.09
H  -5.048  -3.873  6.437  0.10
H  -4.925  -2.344  5.558  0.10
H  -5.238  -3.851  4.686  0.08
H  -1.399  -1.493  5.120  0.10
H  1.296  -1.512  5.179  0.11
H  3.933  -3.892  2.817  0.11
H  3.830  -4.890  0.944  0.09
H  4.667  -4.364  -0.513  0.10
H  5.238  -3.809  1.057  0.10
H  1.752  -4.124  -0.142  0.10
H  1.482  -2.443  -0.602  0.02
H  2.595  -3.445  -1.543  0.10
H  5.046  -1.350  0.322  0.10
H  4.731  -2.126  -1.233  0.10
H  3.647  -0.872  -0.648  0.06
H  4.908  -2.207  5.664  0.10
H  5.064  -3.785  6.446  0.10
H  5.290  -3.645  4.704  0.09
H  2.641  -2.061  6.872  0.09
H  1.401  -3.304  6.576  0.08
H  2.855  -3.694  7.488  0.10
H  3.581  -5.438  4.332  0.08
H  3.271  -5.585  6.055  0.10
H  1.929  -5.266  4.950  0.09
H  -3.866  -4.108  2.832  0.11
H  -5.110  -1.907  0.517  0.10
H  -5.421  -3.358  -0.442  0.10
H  -5.396  -3.456  1.318  0.09
H  -3.124  -1.655  -1.047  0.08
H  -1.818  -2.875  -1.043  0.07
H  -3.388  -3.244  -1.753  0.10
H  -3.634  -5.307  1.204  0.08
H  -3.639  -5.208  -0.553  0.10
H  -2.120  -5.025  0.334  0.10
I  0.248  -0.158  -2.378  0.37
I  -0.309  2.392  -3.013  0.29

## Properties
Energy relative to the best compared isomer or geometry (same formula, charge and spin) in kcal per mole: 3.5
LUMO energy in eV: -8.520
Net charge: +2

2.
ORCA calculation (the ωB97M-V functional and the def2-TZVPD basis) on 3 unconnected molecules or ions with the total composition C28H40O4.

Last column: Löwdin charge in e.
Atoms and positions in Å:
C  5.349  -1.004  -1.911  -0.07
C  5.135  -1.149  -3.456  -0.32
C  6.401  -0.861  -4.365  -0.08
C  3.964  -1.482  -4.071  -0.10
C  2.534  -1.141  -3.506  -0.15
C  1.526  -2.325  -3.914  -0.14
C  0.695  -2.691  -2.619  -0.36
C  1.274  -4.090  -2.100  -0.08
C  -0.848  -2.905  -2.852  -0.17
C  -1.670  -1.608  -3.250  -0.13
C  -0.908  -0.258  -3.098  -0.13
C  -0.453  0.412  -4.337  -0.04
C  0.285  1.661  -4.367  -0.06
C  0.589  2.343  -3.108  0.00
C  0.131  1.719  -1.879  -0.06
C  -0.613  0.433  -1.847  -0.02
C  -1.083  -0.164  -0.487  -0.30
O  -1.231  -1.349  -0.289  0.09
C  -1.403  0.892  0.624  0.03
C  -0.699  2.072  0.611  0.03
C  0.366  2.376  -0.477  -0.32
O  1.322  3.098  -0.310  0.09
H  4.469  -0.553  -1.390  0.06
H  6.226  -0.311  -1.773  0.07
H  5.598  -2.008  -1.463  0.09
H  7.285  -0.665  -3.705  0.06
H  6.657  -1.729  -5.024  0.07
H  6.190  0.068  -4.952  0.08
H  4.028  -2.062  -5.031  0.11
H  2.608  -1.010  -2.396  0.10
H  2.244  -0.156  -3.950  0.09
H  2.145  -3.162  -4.318  0.10
H  0.806  -1.945  -4.685  0.10
H  0.818  -1.980  -1.766  0.11
H  1.163  -4.793  -2.981  0.08
H  0.658  -4.533  -1.278  0.07
H  2.371  -4.040  -1.876  0.08
H  -0.984  -3.715  -3.627  0.12
H  -1.264  -3.343  -1.900  0.10
H  -2.602  -1.523  -2.625  0.12
H  -2.009  -1.686  -4.323  0.11
H  -0.687  -0.087  -5.306  0.11
H  0.604  2.133  -5.328  0.11
H  1.126  3.316  -3.113  0.12
H  -2.181  0.733  1.406  0.11
H  -0.870  2.909  1.372  0.12
C  -1.514  -1.602  4.224  -0.17
C  -2.740  -2.343  4.722  -0.17
C  -2.989  -1.675  6.061  -0.21
O  -2.529  -0.323  5.939  -0.14
C  -1.773  -0.193  4.729  -0.21
H  -1.381  -1.648  3.142  0.11
H  -0.616  -2.009  4.697  0.12
H  -3.584  -2.160  4.049  0.12
H  -2.599  -3.421  4.804  0.11
H  -2.412  -2.155  6.859  0.12
H  -4.043  -1.679  6.344  0.12
H  -2.375  0.382  4.014  0.10
H  -0.851  0.358  4.926  0.12
C  -2.637  4.951  5.103  -0.17
C  -3.691  3.918  4.748  -0.17
C  -3.322  3.580  3.316  -0.21
O  -1.913  3.741  3.198  -0.17
C  -1.420  4.419  4.364  -0.19
H  -2.470  5.060  6.174  0.12
H  -2.922  5.928  4.701  0.12
H  -3.573  3.036  5.384  0.11
H  -4.715  4.278  4.851  0.11
H  -3.804  4.265  2.611  0.12
H  -3.588  2.556  3.042  0.11
H  -0.874  3.690  4.971  0.12
H  -0.729  5.209  4.064  0.12

## Properties
Energy relative to the best compared isomer or geometry (same formula, charge and spin) in kcal per mole: 37.4
LUMO energy in eV: -0.795
Net charge: 0
SMILES: CC(C)=CCC[C@H](C)CCc1cccc2c1C(=O)C=CC2=O.C1CCOC1.C1CCOC1

3.
ORCA calculation (the ωB97M-V functional and the def2-TZVPD basis) on 2 unconnected molecules or ions with the total composition C28H41BBrF13O6S2.

Last column: Löwdin charge in e.
Atoms and positions in Å:
C  -0.789  0.323  6.286  -0.14
C  0.602  0.431  5.504  -0.67
Br  1.412  -1.368  5.468  0.69
C  0.215  0.775  3.980  -0.20
C  0.082  2.344  3.869  -0.16
C  1.531  2.957  3.737  -0.26
O  2.352  2.357  2.718  0.04
B  3.604  1.911  3.226  -0.69
O  4.731  2.746  2.962  0.14
O  3.681  0.680  3.914  0.13
C  1.583  4.534  3.531  -0.09
S  0.014  5.250  2.922  0.71
O  0.186  5.773  1.557  -0.30
O  -0.252  6.424  3.770  -0.32
O  -1.280  4.263  3.096  -0.19
C  -0.960  2.853  2.801  -0.38
C  -2.370  2.123  2.961  -0.12
C  -3.523  2.804  2.123  -0.18
C  -4.836  3.103  2.936  -0.16
C  -5.568  1.842  3.497  -0.19
C  -6.834  2.054  4.246  -0.04
C  -7.587  0.929  4.827  -0.08
C  -7.113  -0.474  4.709  -0.08
C  -5.868  -0.687  3.946  -0.08
C  -5.135  0.456  3.355  -0.05
C  -0.483  2.746  1.295  -0.08
C  -0.726  1.324  0.630  -0.04
C  0.478  0.884  -0.318  -0.34
F  0.792  2.046  -1.043  0.07
F  1.549  0.645  0.521  0.09
C  -0.023  -0.311  -1.206  -0.26
F  -0.730  0.241  -2.268  0.12
F  -1.007  -0.968  -0.461  0.10
C  0.988  -1.429  -1.665  -0.26
F  0.179  -2.578  -1.796  0.10
F  1.879  -1.834  -0.690  0.13
C  1.631  -1.315  -3.102  -0.36
F  0.702  -1.332  -4.125  0.10
F  2.334  -2.494  -3.279  0.09
S  2.812  0.091  -3.442  0.91
F  3.067  0.431  -1.875  -0.14
F  4.083  -0.966  -3.349  -0.17
F  2.748  -0.284  -5.049  -0.16
F  1.636  1.187  -3.626  -0.13
F  3.889  1.257  -3.816  -0.14
H  -0.764  0.851  7.276  0.08
H  -1.639  0.787  5.706  0.07
H  -1.095  -0.746  6.464  0.06
H  1.225  1.225  5.980  0.10
H  1.023  0.321  3.354  0.08
H  -0.724  0.202  3.785  0.11
H  -0.307  2.696  4.876  0.17
H  2.050  2.755  4.726  0.15
H  5.030  2.471  2.072  0.12
H  3.613  -0.006  3.218  0.12
H  2.475  4.771  2.902  0.14
H  1.778  4.993  4.544  0.13
H  -2.318  1.028  2.760  0.09
H  -2.618  2.233  4.063  0.13
H  -3.209  3.739  1.594  0.12
H  -3.814  2.062  1.316  0.12
H  -4.638  3.786  3.814  0.13
H  -5.570  3.616  2.246  0.13
H  -7.285  3.064  4.405  0.10
H  -8.548  1.061  5.379  0.09
H  -7.655  -1.336  5.164  0.09
H  -5.466  -1.726  3.817  0.09
H  -4.217  0.199  2.782  0.08
H  -1.127  3.473  0.716  0.13
H  0.569  3.125  1.140  0.12
H  -1.705  1.361  0.096  0.14
H  -0.711  0.578  1.477  0.12
C  1.072  -3.941  -5.805  -0.11
C  2.334  -3.598  -6.589  -0.26
C  2.247  -3.979  -8.067  -0.23
C  2.079  -5.475  -8.346  -0.23
C  3.174  -6.369  -7.764  -0.27
C  4.555  -6.078  -8.340  -0.11
H  0.876  -5.016  -5.803  0.07
H  1.175  -3.626  -4.770  0.04
H  0.201  -3.433  -6.229  0.08
H  3.198  -4.078  -6.119  0.10
H  2.505  -2.520  -6.517  0.09
H  3.143  -3.611  -8.577  0.10
H  1.405  -3.446  -8.522  0.11
H  2.038  -5.622  -9.430  0.11
H  1.111  -5.811  -7.961  0.10
H  2.921  -7.412  -7.980  0.10
H  3.204  -6.280  -6.674  0.10
H  4.559  -6.206  -9.425  0.07
H  5.293  -6.764  -7.917  0.07
H  4.882  -5.061  -8.112  0.06

## Properties
LUMO energy in eV: -0.799
Net charge: 0
SMILES: C[C@@H](Br)C[C@H]1[C@@H](OB(O)O)CS(=O)(=O)O[C@@]1(CCCc1ccccc1)CCC(F)(F)C(F)(F)C(F)(F)C(F)(F)S(F)(F)(F)(F)F.CCCCCC